Formula: C32H90Cl6N14O8P4
Source: the Open Molecules 2025 dataset
Level of theory: ωB97M-V/def2-TZVPD

XYZ file:
```
154
Properties=species:S:1:pos:R:3:forces:R:3
O -0.67955 10.26044 4.18113 0.055 0.421 -1.816
P -0.26002 10.32046 2.74321 1.224 -0.329 -0.708
N -1.37092 9.69981 1.63988 -0.055 0.320 2.018
C -2.79473 9.92980 1.96980 0.460 -0.409 -1.390
C -1.07653 9.52506 0.23530 0.058 -1.366 0.404
N 1.17926 9.42248 2.35496 -2.016 0.481 -0.105
C 2.40209 9.97874 2.91379 0.502 -0.288 0.089
C 1.04950 7.93855 2.49364 0.812 0.878 0.262
N 0.08367 11.89427 2.14568 0.451 -0.457 2.532
C 0.53733 12.14150 0.79554 -0.668 0.296 -0.152
C -0.85610 12.91813 2.66940 0.460 -0.178 -0.439
H -3.12212 9.48556 2.90978 0.309 0.358 0.032
H -3.33312 9.44340 1.15638 -0.295 -0.260 0.126
H -3.04101 10.98330 1.83721 -0.204 0.150 0.565
H -1.60075 10.21577 -0.42518 0.200 0.160 -0.021
H -1.40140 8.50019 0.05591 -0.353 -0.064 -0.773
H -0.00193 9.46579 0.06257 -0.138 0.492 -0.009
H 2.77405 9.39590 3.75643 -0.169 -0.103 0.262
H 3.20023 9.94850 2.17205 0.063 0.127 -0.176
H 2.28455 11.00396 3.26479 -0.175 -0.052 -0.186
H 0.78178 7.69959 3.52288 -0.258 -0.260 0.006
H 0.39034 7.45413 1.77327 -0.244 0.450 0.099
H 2.04060 7.51904 2.32096 0.079 0.014 -0.048
H 1.25881 12.93616 0.60553 0.230 0.427 1.004
H 1.03470 11.28620 0.33821 -0.727 -0.175 -0.020
H -0.38679 12.52290 0.36121 0.114 -0.470 -1.458
H -1.02584 12.82984 3.74247 0.353 -0.085 -0.093
H -1.83672 12.85545 2.19765 -0.222 -0.122 -0.266
H -0.47226 13.90524 2.41174 0.156 0.044 0.259
O -6.45636 -0.58324 5.12793 -0.642 -0.103 -1.468
P -7.56309 -0.71695 4.13544 -1.654 0.523 -0.609
N -7.71176 -2.22530 3.39074 -0.640 0.136 0.056
C -6.54798 -3.02458 3.39770 2.496 -0.783 -0.199
C -8.84038 -2.82889 2.64737 0.095 0.201 1.273
N -7.50819 0.35122 2.75028 1.758 0.024 2.566
C -6.98726 1.72455 2.96759 -0.532 0.425 -0.478
C -8.30800 0.13715 1.56807 -0.391 0.064 0.234
N -9.11493 -0.52287 4.87827 0.639 -0.894 -0.474
C -9.75367 0.78387 4.93829 0.134 0.105 -0.128
C -9.40161 -1.48666 6.00417 0.026 0.839 -1.134
H -6.44912 -3.84251 4.11136 -0.826 -0.091 0.546
H -5.65588 -2.43656 3.61335 -0.043 0.242 -0.066
H -6.33066 -3.52519 2.45417 -0.284 0.264 -0.476
H -8.89611 -2.61244 1.58053 0.067 0.423 0.061
H -9.74914 -2.55446 3.18306 -0.238 0.079 -0.445
H -8.75065 -3.91412 2.69544 0.085 -0.042 0.295
H -7.80171 2.44858 2.94480 -0.409 0.100 0.558
H -6.37022 1.89399 3.85001 -0.451 -0.690 0.318
H -6.36737 2.16703 2.18783 0.323 -0.930 -0.695
H -8.15359 -0.82646 1.08254 0.456 0.156 0.079
H -9.36547 0.15455 1.83182 -0.357 0.244 -0.222
H -8.08470 0.93975 0.86518 -0.111 -0.105 -0.071
H -9.74778 1.22481 5.93511 0.176 -0.025 0.184
H -9.25658 1.48351 4.26635 0.142 -0.080 0.090
H -10.79125 0.77387 4.60448 -0.205 -0.353 0.028
H -8.72315 -1.29544 6.83556 -0.102 -0.192 0.120
H -9.32975 -2.51368 5.64614 0.472 0.032 -0.017
H -10.44463 -1.40592 6.31024 0.027 0.431 0.073
O 8.66387 -10.83744 -3.81069 0.201 1.007 0.907
P 9.20414 -10.06210 -2.65445 1.459 -0.214 0.357
N 8.04573 -9.68776 -1.50962 0.047 -1.657 0.301
C 8.37850 -9.06572 -0.21908 -1.234 -1.198 -0.527
C 6.70087 -9.34914 -2.04131 1.635 0.565 0.428
N 9.84171 -8.53056 -3.09473 0.933 -2.522 1.391
C 9.27383 -7.79479 -4.15061 -0.500 0.443 -0.684
C 10.77749 -7.80548 -2.26074 -0.544 0.076 0.108
N 10.50685 -10.84640 -1.77393 0.568 1.536 -0.093
C 10.24401 -12.01543 -0.88997 -1.084 0.946 -1.083
C 11.90053 -10.89819 -2.39079 -1.674 -0.086 1.061
H 8.06447 -8.02449 -0.29228 0.943 0.426 0.466
H 9.34901 -9.39419 0.15284 0.396 0.954 -0.555
H 7.74191 -9.52253 0.53867 -0.517 0.050 0.065
H 6.45830 -10.01704 -2.86785 -0.244 0.052 0.310
H 6.83159 -8.32721 -2.39722 -0.650 0.301 -0.416
H 5.99457 -9.29882 -1.21263 -0.167 -0.474 -0.189
H 8.33354 -8.25954 -4.44715 -0.037 0.279 -0.182
H 9.13034 -6.78050 -3.77814 -0.472 0.251 -0.230
H 9.91636 -7.72291 -5.02816 0.159 -0.058 -0.221
H 11.15506 -8.44331 -1.46153 0.419 0.002 -0.390
H 11.51911 -7.33961 -2.90961 0.550 -0.235 0.234
H 10.29890 -6.98204 -1.73063 -0.354 0.301 0.004
H 9.46477 -11.74999 -0.17552 -0.269 -0.130 -0.180
H 9.88877 -12.77992 -1.58096 0.025 -0.726 0.643
H 11.08229 -12.33400 -0.27035 0.330 0.197 -0.528
H 12.54697 -11.33934 -1.63211 -0.082 -0.337 -0.107
H 12.32870 -9.90321 -2.51234 -0.362 -0.057 -0.674
H 11.84330 -11.53445 -3.27396 0.522 0.309 -0.213
O -1.44143 5.07417 -8.42983 -0.932 0.005 0.836
P -2.79935 4.71174 -7.94109 -1.293 0.961 0.566
N -3.64607 3.68233 -8.95618 -0.278 -0.498 0.829
C -4.10557 4.15454 -10.25775 -0.204 -0.800 0.089
C -3.56164 2.20382 -8.81939 -0.515 1.054 0.328
N -3.91323 6.07392 -7.77011 0.301 -1.298 -0.608
C -5.43071 5.93832 -7.78326 1.444 0.237 0.393
C -3.38974 7.45906 -7.84878 -0.888 -0.251 0.344
N -2.81497 3.97954 -6.40514 2.146 -0.869 -1.034
C -1.66574 3.15632 -5.90556 -0.068 1.470 -0.972
C -3.97883 3.67278 -5.65178 -1.466 0.958 -0.235
H -4.84756 3.42560 -10.58366 -0.399 0.201 -0.045
H -3.35404 4.11499 -11.04626 0.399 0.332 0.113
H -4.56417 5.14091 -10.18816 0.185 -0.065 -0.046
H -3.43683 1.89234 -7.78233 0.968 0.351 0.006
H -2.81294 1.82409 -9.51462 -0.040 -0.435 0.244
H -4.54177 1.74593 -8.95275 -0.183 0.156 -0.943
H -5.77250 4.91129 -7.65490 0.427 -0.072 -0.640
H -5.92008 6.41833 -6.93579 0.481 0.480 0.315
H -5.86748 6.41029 -8.66335 0.092 -0.213 -0.285
H -3.82297 8.02554 -8.67311 -0.141 -0.217 -0.405
H -3.72572 7.99499 -6.96108 0.211 0.096 0.265
H -2.30869 7.56031 -7.94447 -0.087 -0.616 0.129
H -1.95125 2.80851 -4.91278 0.235 -0.369 -0.307
H -1.43768 2.39439 -6.65091 0.072 -0.490 0.473
H -0.77570 3.77626 -5.79790 0.027 0.015 -0.038
H -4.85880 3.70709 -6.29410 -0.200 0.136 0.174
H -4.04593 4.45470 -4.89536 -0.626 -0.258 0.474
H -3.99874 2.68118 -5.19962 0.330 -0.005 -0.019
C -2.39957 -4.82166 9.53314 0.965 0.884 -0.748
N -3.58513 -5.61102 9.81446 -4.007 0.154 1.308
O -4.72526 -5.08117 9.58422 3.306 -1.174 0.120
O -3.47742 -6.67653 10.40786 0.420 0.902 -0.912
H -2.20001 -4.11794 10.34125 -0.317 -0.332 0.315
H -2.59221 -4.18854 8.66703 -0.047 -0.350 -0.073
H -1.52381 -5.45708 9.40125 -0.329 -0.086 -0.015
C 0.55489 -1.40659 1.44402 0.107 0.248 -0.924
N 1.38112 -2.36362 2.21787 -0.260 -0.605 1.685
O 0.87048 -2.82675 3.26578 1.169 0.885 -2.175
O 2.48582 -2.63044 1.77735 -0.710 -0.032 0.535
H 1.11203 -1.08648 0.56356 0.168 -0.316 0.138
H 0.34963 -0.49655 2.00777 -0.307 -0.526 0.373
H -0.31475 -1.96882 1.10384 -0.173 0.339 0.372
Cl 6.46606 -7.46261 8.15717 -0.884 0.473 0.571
C 5.42778 -6.46749 9.31633 -0.130 -0.819 0.188
C 4.89603 -7.34187 10.48341 2.339 0.975 0.306
Cl 3.66163 -8.48646 10.12050 -0.717 -0.508 -0.456
H 4.60410 -6.00061 8.77628 0.273 -0.106 -0.221
H 6.13975 -5.72287 9.67231 -0.338 -0.016 0.194
H 4.62193 -6.76729 11.36818 -0.469 0.481 -0.424
H 5.78021 -7.85656 10.85947 -0.074 -0.478 -0.161
Cl 8.28919 0.77195 -0.31201 0.024 -0.246 -0.372
C 6.95880 1.77291 -0.96399 0.420 0.975 0.702
C 7.37796 3.24539 -0.74339 -0.190 -0.657 -0.009
Cl 6.25344 4.24066 -1.63162 -0.960 0.849 -0.717
H 6.07976 1.44535 -0.40894 -0.038 0.428 -0.164
H 6.78799 1.68891 -2.03725 0.314 -0.628 0.121
H 8.34568 3.41851 -1.21421 0.046 -0.145 0.412
H 7.32131 3.63505 0.27300 0.386 -0.580 0.030
Cl -3.02098 -4.37602 -3.75946 -0.149 0.250 0.102
C -1.55030 -5.28386 -4.13731 0.558 -0.419 0.307
C -1.59723 -6.70222 -3.50964 -0.097 1.333 -0.139
Cl -1.06251 -6.64147 -1.76873 -0.097 -0.139 -0.875
H -0.68613 -4.72913 -3.77181 -0.159 -0.025 0.271
H -1.42894 -5.27085 -5.22045 -0.309 -0.480 0.006
H -0.95493 -7.34582 -4.11075 -0.031 -0.230 0.480
H -2.63786 -7.02532 -3.48169 0.289 -0.281 -0.149
```
Positions in Å, forces in eV/Å.

Calculated values
* frontier orbital gap: 0.2968 Ha
* spin multiplicity: 1
* maximum force: 4.22 eV/Å
* DFT total energy: -184171.2235 eV